Record 1
Density functional theory data (the ωB97M-V functional and the def2-TZVPD basis) for C40H30IN7PSrTe as an isolated structure at a distorted geometry.

Each line ends with the Löwdin charge.
CARTESIAN COORDINATES (ANGSTROEM)
Sr  -1.1858  0.2233  0.3868  0.70
N  -1.0268  4.4208  2.7407  0.02
C  -0.9563  3.7596  1.5734  -0.15
N  -0.5978  2.5240  1.8117  0.06
C  -0.4358  2.4811  3.1550  -0.35
N  -0.6985  3.6124  3.7728  0.12
C  0.0127  1.2408  3.8017  -0.26
C  0.0873  1.1220  5.1848  -0.08
N  0.4621  -0.0042  5.7764  0.08
C  0.7416  -1.0214  4.9670  -0.13
C  0.6843  -0.9009  3.5892  -0.19
N  0.3422  0.2327  2.9936  0.06
H  -1.3418  5.3579  2.9153  0.15
H  -1.2086  4.1753  0.6128  0.10
H  -0.1690  1.9651  5.8135  0.11
H  1.0234  -1.9612  5.4271  0.10
H  0.9096  -1.7476  2.9508  0.08
C  -6.6829  5.0879  1.1027  -0.11
C  -6.0770  3.9249  1.5589  -0.08
C  -5.0455  3.3444  0.8342  -0.02
C  -4.6083  3.9607  -0.3327  -0.26
C  -5.2104  5.1235  -0.8010  -0.05
C  -6.2553  5.6805  -0.0813  -0.11
N  -3.5183  3.3108  -0.9856  0.07
N  -2.7446  4.0536  -1.5993  0.05
C  -1.5832  3.3280  -2.0762  -0.32
C  -1.1091  3.6639  -3.3392  -0.07
C  0.0146  3.0165  -3.8403  -0.12
C  0.6326  2.0507  -3.0534  -0.11
C  0.1015  1.7905  -1.7910  -0.23
C  -0.9947  2.4167  -1.1890  -0.18
H  -7.4955  5.5321  1.6648  0.09
H  -6.4078  3.4548  2.4762  0.10
H  -4.5630  2.4290  1.1701  0.06
H  -4.8538  5.5692  -1.7202  0.09
H  -6.7391  6.5805  -0.4418  0.09
H  -1.6334  4.4070  -3.9310  0.09
H  0.3839  3.2491  -4.8323  0.09
H  1.4952  1.5050  -3.4202  0.08
H  0.6014  0.9552  -1.2784  0.01
I  4.0057  -1.1547  1.7929  1.02
C  3.8876  -3.2329  1.5357  -0.61
C  4.6855  -3.9094  2.4212  -0.19
C  4.8611  -5.3002  2.3425  -0.08
C  4.2580  -5.9812  1.3341  -0.04
C  3.4205  -5.3169  0.4071  -0.16
C  2.8461  -6.0915  -0.6286  -0.04
C  2.0147  -5.5229  -1.5373  -0.06
C  1.6861  -4.1636  -1.4030  -0.11
C  2.2012  -3.3535  -0.4188  -0.28
P  1.5078  -1.6201  -0.3399  1.01
C  2.5481  -0.8183  -1.6290  -0.39
C  2.8656  -1.3980  -2.8561  -0.08
C  3.6929  -0.7422  -3.7554  -0.08
C  4.2302  0.4967  -3.4314  -0.09
C  3.9262  1.0817  -2.2119  -0.08
C  3.0842  0.4310  -1.3228  -0.18
C  -0.1725  -2.0142  -1.0208  -0.51
C  -0.8879  -1.5373  -2.1233  -0.13
C  -2.2175  -1.9192  -2.2867  -0.08
C  -2.8661  -2.6987  -1.3421  -0.07
C  -2.1860  -3.1122  -0.2032  -0.09
C  -0.8584  -2.7596  -0.0427  -0.19
C  3.1574  -3.9133  0.5058  -0.17
H  5.2122  -3.3558  3.1856  0.07
H  5.4932  -5.8032  3.0622  0.10
H  4.4011  -7.0486  1.2178  0.11
H  3.0876  -7.1467  -0.6724  0.11
H  1.5733  -6.1060  -2.3351  0.11
H  0.9542  -3.7578  -2.0876  0.10
H  2.4773  -2.3744  -3.1142  0.09
H  3.9234  -1.2029  -4.7078  0.10
H  4.8800  1.0064  -4.1315  0.10
H  4.3288  2.0531  -1.9559  0.11
H  2.8333  0.9016  -0.3799  0.08
H  -0.4017  -0.9299  -2.8778  0.11
H  -2.7580  -1.5663  -3.1561  0.11
H  -3.9097  -2.9500  -1.4709  0.11
H  -2.6942  -3.6604  0.5769  0.11
H  -0.3280  -3.0574  0.8558  0.10
Te  -3.1133  -0.3652  2.6376  -0.55

Maximum force ... 1.7 eV/Å
Relative energy (zero: lowest compared OMol25 entry of this formula, charge and spin) ... 60.9 kcal/mol
Calculated total energy ... -2863.35156 hartree
Charge ... -1

---

Record 2
Density functional theory data (the ωB97M-V functional and the def2-TZVPD basis) for a 7-piece molecular cluster, C56H136N5O9P2 overall at a distorted geometry.

Each line ends with the Löwdin charge.
CARTESIAN COORDINATES (ANGSTROEM)
P  -0.3151  -0.3080  0.3111  0.08
O  -0.3111  -1.6855  -0.4139  -0.41
O  -0.7874  0.8427  -0.6250  -0.41
O  1.1116  0.0226  0.9216  -0.44
O  -1.3992  -0.4629  1.4803  -0.46
C  -3.5481  -6.1818  1.2198  -0.04
C  -3.7785  -5.0199  2.1668  -0.17
N  -3.0975  -3.7113  1.8664  -0.25
C  -3.4840  -2.7842  2.9552  -0.01
C  -1.5735  -3.7817  1.8210  -0.15
C  -1.0676  -4.4032  3.1510  -0.03
C  -3.3719  -3.0506  0.4978  -0.08
C  -4.8199  -2.7211  0.1505  -0.22
O  -5.5585  -3.9078  -0.0173  -0.19
C  -6.8918  -3.6457  -0.4811  -0.07
H  -2.5168  -6.4976  1.2489  0.07
H  -3.8366  -5.9692  0.1510  0.10
H  -4.2802  -6.9233  1.5587  0.10
H  -3.6139  -5.2433  3.2259  0.13
H  -4.7830  -4.6713  2.0808  0.11
H  -4.5153  -2.4273  2.8892  0.11
H  -2.8736  -1.8764  2.8591  0.10
H  -3.3803  -3.2495  3.9506  0.11
H  -1.2392  -2.7560  1.5909  0.08
H  -1.3568  -4.3717  0.9429  0.12
H  0.0051  -4.3636  3.1436  0.05
H  -1.3820  -5.4258  3.2604  0.08
H  -1.3456  -3.7578  3.9872  0.07
H  -2.9508  -3.8205  -0.1962  0.14
H  -2.7618  -2.1282  0.4188  0.10
H  -4.7339  -2.1696  -0.8049  0.11
H  -5.2536  -2.0294  0.8942  0.12
H  -7.4495  -4.5849  -0.5095  0.10
H  -6.9382  -3.1304  -1.4641  0.10
H  -7.4155  -2.9896  0.2456  0.10
C  -0.5364  -3.1682  -3.4213  -0.05
C  -0.6252  -1.6832  -3.7522  -0.16
N  -2.0342  -1.0564  -3.7643  -0.26
C  -2.8128  -1.4940  -2.5937  0.00
C  -1.8247  0.3920  -3.6972  -0.20
C  -0.9853  0.9948  -4.7448  -0.05
C  -2.6529  -1.5953  -5.0287  -0.09
C  -3.9870  -1.0599  -5.5024  -0.17
O  -3.7300  0.2692  -5.9981  -0.21
C  -4.7100  0.6528  -7.0091  -0.05
H  -0.5016  -3.3324  -2.3296  0.06
H  0.4415  -3.4762  -3.8764  0.10
H  -1.3452  -3.7772  -3.8554  0.08
H  -0.1818  -1.5176  -4.7348  0.12
H  -0.1254  -1.1052  -2.9753  0.11
H  -3.7990  -1.0865  -2.7233  0.09
H  -2.2327  -1.1554  -1.6945  0.10
H  -2.8868  -2.5944  -2.6429  0.11
H  -1.5193  0.5627  -2.6709  0.09
H  -2.8501  0.7972  -3.8242  0.12
H  -0.9992  2.0637  -4.6278  0.09
H  -1.2568  0.8335  -5.7705  0.09
H  0.0527  0.7098  -4.6573  0.06
H  -2.7766  -2.6614  -4.8815  0.13
H  -1.9235  -1.3938  -5.8217  0.15
H  -4.6842  -1.0782  -4.6567  0.12
H  -4.3262  -1.7806  -6.2489  0.14
H  -5.7224  0.5560  -6.6511  0.08
H  -4.5603  0.0430  -7.9072  0.10
H  -4.6401  1.7275  -7.2238  0.10
C  4.8511  -1.5977  -0.3275  -0.04
C  3.6320  -1.8691  0.5492  -0.16
N  2.9304  -3.1792  0.3805  -0.23
C  1.7342  -2.9958  1.3127  0.00
C  2.2585  -3.4407  -0.9720  -0.16
C  3.1962  -4.0031  -2.0368  -0.03
C  3.8124  -4.3206  0.8231  -0.07
C  3.1717  -5.7322  0.6623  -0.19
O  3.4268  -6.5453  1.7820  -0.16
C  2.6980  -6.2256  2.9818  -0.07
H  5.4127  -0.7576  0.1038  0.07
H  4.6179  -1.3859  -1.3731  0.06
H  5.5724  -2.4055  -0.1823  0.08
H  2.8463  -1.0920  0.5648  0.10
H  4.0201  -1.9594  1.5615  0.11
H  2.1719  -2.6235  2.2521  0.09
H  1.3595  -4.0003  1.4819  0.08
H  1.0300  -2.3514  0.7940  0.04
H  1.8103  -2.4740  -1.1866  0.09
H  1.3649  -4.0717  -0.8081  0.13
H  3.2372  -5.0723  -1.9287  0.07
H  4.2159  -3.5887  -1.9438  0.09
H  2.7380  -3.8337  -3.0017  0.07
H  3.9300  -4.3124  1.8805  0.10
H  4.8372  -4.1745  0.4989  0.13
H  3.6532  -6.2296  -0.1773  0.13
H  2.0954  -5.6078  0.4219  0.12
H  1.6403  -6.5231  2.9047  0.09
H  2.8092  -5.1297  3.2413  0.09
H  3.1095  -6.8934  3.7204  0.10
C  -0.3686  0.6484  6.6139  -0.03
C  0.8870  0.4631  5.8129  -0.18
N  0.8152  0.2746  4.3353  -0.23
C  0.2076  -1.0789  3.9671  0.01
C  -0.0301  1.3040  3.6876  -0.19
C  0.3752  2.7532  3.9452  -0.03
C  2.2086  0.2842  3.7024  -0.08
C  3.2051  -0.7747  4.1707  -0.26
O  3.7362  -0.4568  5.3888  -0.20
C  4.7954  -1.2973  5.8746  -0.04
H  -0.7890  1.6364  6.5198  0.07
H  -0.0660  0.5200  7.6650  0.11
H  -1.0773  -0.0605  6.2135  0.07
H  1.5210  -0.3480  6.1458  0.12
H  1.5940  1.3111  5.8698  0.14
H  0.0896  -1.1298  2.8787  0.06
H  -0.7697  -1.2609  4.4117  0.09
H  0.8471  -1.8523  4.4029  0.09
H  -1.0570  1.1842  4.0317  0.13
H  -0.1432  0.9952  2.6443  0.08
H  1.3717  2.9052  3.5290  0.08
H  0.2581  3.1566  4.9510  0.09
H  -0.2706  3.2965  3.2647  0.05
H  2.7441  1.2102  3.9823  0.14
H  2.0502  0.2844  2.6137  0.10
H  3.9670  -0.6633  3.3976  0.12
H  2.7399  -1.7964  4.2030  0.12
H  4.3875  -2.3098  6.0433  0.10
H  5.0662  -0.7918  6.8088  0.11
H  5.6552  -1.3229  5.2210  0.09
C  -5.6471  2.9423  2.0067  -0.05
C  -5.1205  2.9559  0.5593  -0.14
N  -3.8215  2.2277  0.2333  -0.23
C  -4.0541  0.7552  0.4659  0.01
C  -3.4306  2.5078  -1.1750  -0.14
C  -4.5825  2.2431  -2.1891  -0.05
C  -2.6567  2.6049  1.0800  -0.11
C  -2.0832  3.9903  1.0287  -0.21
O  -3.0089  4.8611  1.5753  -0.17
C  -2.7231  6.2176  1.5964  -0.09
H  -6.6621  3.3593  2.1056  0.10
H  -5.0176  3.5816  2.6340  0.07
H  -5.6788  1.9946  2.5546  0.07
H  -5.0257  4.0255  0.2841  0.14
H  -5.8126  2.5693  -0.1877  0.11
H  -3.0268  0.2954  0.5675  0.08
H  -4.6467  0.2664  -0.3061  0.08
H  -4.6794  0.6408  1.3628  0.10
H  -2.6167  1.8365  -1.3683  0.09
H  -3.2138  3.5474  -1.2515  0.12
H  -4.1587  2.3978  -3.1892  0.08
H  -5.3962  2.9919  -2.0958  0.09
H  -5.1070  1.2821  -2.1071  0.07
H  -1.8191  1.9522  0.8189  0.09
H  -2.9567  2.4246  2.1083  0.15
H  -1.8799  4.2045  -0.0188  0.11
H  -1.1305  3.8842  1.5852  0.11
H  -2.4772  6.6350  0.6020  0.10
H  -1.8244  6.5100  2.1861  0.09
H  -3.5040  6.7495  2.1082  0.09
C  5.7973  2.5384  2.3607  -0.10
C  6.0344  2.3412  0.8919  -0.27
C  5.0430  2.8641  -0.1631  -0.20
C  3.7972  1.9018  -0.2636  -0.21
P  2.4075  2.4467  -1.3949  1.03
C  1.9097  0.9254  -2.2422  -0.23
C  3.0921  0.4581  -3.1172  -0.23
C  2.8904  -0.9087  -3.7641  -0.26
C  4.1842  -1.3339  -4.4242  -0.10
C  2.8895  3.6480  -2.5802  -0.26
C  1.6884  4.0726  -3.4414  -0.24
C  1.8605  5.1089  -4.5438  -0.24
C  2.2526  6.4720  -4.0215  -0.10
C  1.1792  3.0877  -0.3144  -0.29
C  1.6249  4.2750  0.5259  -0.22
C  1.3303  5.6485  -0.0871  -0.26
C  1.4077  6.7433  0.9681  -0.07
H  6.6696  2.2471  2.9503  0.08
H  4.8801  2.0465  2.7344  0.06
H  5.6023  3.5908  2.5892  0.08
H  6.2618  1.2864  0.6312  0.10
H  6.9862  2.8387  0.6226  0.12
H  5.5316  2.8261  -1.1267  0.11
H  4.7385  3.8792  0.0594  0.10
H  3.2485  1.7246  0.6766  0.09
H  4.0958  0.9266  -0.6505  0.05
H  1.0616  1.1074  -2.8662  0.06
H  1.5983  0.1992  -1.5044  0.06
H  4.0123  0.3636  -2.5338  0.09
H  3.3086  1.2334  -3.8055  0.09
H  2.1428  -0.8342  -4.5459  0.10
H  2.5829  -1.6342  -3.0010  0.08
H  4.5353  -0.5645  -5.1268  0.09
H  4.0777  -2.2564  -5.0218  0.09
H  4.9973  -1.5496  -3.7176  0.07
H  3.6567  3.1489  -3.1533  0.10
H  3.2952  4.4494  -1.9965  0.08
H  0.9475  4.4156  -2.7141  0.09
H  1.1619  3.1897  -3.7600  0.08
H  0.9454  5.1735  -5.1295  0.11
H  2.6675  4.6499  -5.1762  0.13
H  2.4995  7.1684  -4.8325  0.08
H  3.1026  6.4325  -3.3581  0.06
H  1.4260  6.9884  -3.4955  0.09
H  0.9608  2.1679  0.2064  0.05
H  0.2588  3.2683  -0.8634  0.09
H  2.6685  4.1570  0.8217  0.10
H  1.0562  4.2846  1.4558  0.08
H  0.3718  5.5328  -0.5755  0.09
H  2.0320  5.8433  -0.8967  0.09
H  0.5919  6.4908  1.6212  0.04
H  1.1873  7.7232  0.5050  0.10
H  2.3288  6.6507  1.5474  0.09

Maximum force ... 2.8 eV/Å
Calculated total energy ... -3848.03034 hartree
Charge ... +3

---

Record 3
Density functional theory data (the ωB97M-V functional and the def2-TZVPD basis) for one molecule with the formula C3H5ClO2 at a distorted geometry.

Each line ends with the Löwdin charge.
CARTESIAN COORDINATES (ANGSTROEM)
O  0.0608  0.7698  -1.5050  0.01
C  -0.1777  -0.0362  -0.3440  -0.62
C  1.2612  -0.6230  0.1367  -0.45
Cl  2.2191  0.7900  0.6727  0.56
C  -1.2443  0.1366  0.6315  -0.01
O  -1.2372  -0.8864  -0.4208  0.03
H  -0.5009  1.5389  -1.4256  0.09
H  1.7396  -1.1161  -0.7489  0.10
H  0.8749  -1.1955  0.9953  0.08
H  -0.9557  -0.1280  1.6210  0.11
H  -2.0397  0.7499  0.3872  0.10

Maximum force ... 3.6 eV/Å
Relative energy (zero: lowest compared OMol25 entry of this formula, charge and spin) ... 51.7 kcal/mol
Calculated total energy ... -727.91546 hartree

---

Record 4
Density functional theory data (the ωB97M-V functional and the def2-TZVPD basis) for a 2-piece molecular cluster, C2H3N3O overall at a distorted geometry.

Each line ends with the Löwdin charge.
CARTESIAN COORDINATES (ANGSTROEM)
O  -1.9363  -0.3235  0.2661  0.06
C  -0.6737  -0.1390  -0.1516  -0.47
N  0.3672  -0.9965  -0.0671  0.09
C  1.4345  -0.1851  -0.2298  -0.26
N  1.1256  1.1114  -0.3906  -0.05
N  -0.1903  1.2131  -0.3166  0.06
H  -2.5502  -0.6378  -0.4059  0.12
H  2.4873  -0.4943  -0.1598  0.11
H  -0.0642  0.4518  1.4554  0.33

Maximum force ... 4.5 eV/Å
Relative energy (zero: lowest compared OMol25 entry of this formula, charge and spin) ... 127.8 kcal/mol
Calculated total energy ... -317.32873 hartree

---

Record 5
Density functional theory data (the ωB97M-V functional and the def2-TZVPD basis) for one molecule with the formula C12H20O3 at a distorted geometry.

Each line ends with the Löwdin charge.
CARTESIAN COORDINATES (ANGSTROEM)
C  -0.0525  2.1989  2.3018  -0.10
C  -0.4790  0.9245  1.6475  -0.18
C  -0.0126  0.8764  0.1271  -0.29
C  1.5476  0.9606  -0.0229  -0.13
C  2.2497  -0.1515  0.7840  -0.05
C  -0.6555  2.0468  -0.4817  -0.44
O  -0.1522  3.1653  -0.4694  0.14
O  -1.7791  1.7865  -1.1064  0.24
C  -1.9080  0.4753  -1.1089  -0.34
O  -2.9778  -0.1145  -1.4736  0.09
C  -0.7255  -0.3157  -0.4835  -0.26
C  -1.3366  -1.4680  0.3937  -0.17
C  -0.3700  -2.6200  0.8866  -0.08
C  -0.1482  -1.1890  -1.6849  -0.13
C  0.3298  -0.5430  -3.0751  -0.05
H  -0.0123  2.0192  3.3667  0.07
H  0.9882  2.4555  1.9644  0.08
H  -0.7408  3.1262  2.0206  0.13
H  -1.5885  1.0475  1.5913  0.14
H  -0.2072  0.0417  2.2203  0.11
H  1.7909  0.9521  -0.9633  0.04
H  1.8655  1.9560  0.2803  0.11
H  2.0899  -1.1222  0.2633  0.07
H  3.2999  0.1016  0.6459  0.08
H  1.9840  -0.1728  1.8236  0.07
H  -1.9197  -1.0508  1.2600  0.12
H  -2.1212  -1.9889  -0.2525  0.13
H  0.5491  -2.2334  1.3655  0.05
H  -0.8714  -3.1527  1.6776  0.07
H  0.0066  -3.2139  0.0416  0.07
H  -0.8673  -1.8958  -1.9274  0.08
H  0.7628  -1.7099  -1.3312  0.10
H  1.0377  -1.2035  -3.6474  0.08
H  -0.4585  -0.3954  -3.7727  0.05
H  0.8823  0.4070  -2.8610  0.07

Maximum force ... 8.4 eV/Å
Relative energy (zero: lowest compared OMol25 entry of this formula, charge and spin) ... 24.7 kcal/mol
Calculated total energy ... -694.91858 hartree